Computed, not measured: a 2-piece molecular cluster, C12H16N2O overall, with the ωB97M-V functional and the def2-TZVPD basis.

## Properties
- Net charge: 0
- Energy relative to the best compared isomer or geometry (same formula, charge and spin): 28.5 kcal/mol
- SMILES: CCc1c[nH]cn1.Cc1ccc(O)cc1
- E_HOMO: -8.52 eV
- M: 204.3 g/mol

Last column: Mulliken charge in e.
Positions of all 31 atoms, in Å:
C  -2.69  -1.76  0.57  -0.4535
C  -2.82  -0.99  -0.76  -0.6491
C  -1.75  -1.05  1.51  0.1773
C  -1.95  -0.38  2.68  -0.5849
C  0.19  -0.46  2.18  -0.3900
N  -0.41  -1.07  1.20  -0.1808
N  -0.69  0.00  3.09  -0.0881
H  -3.70  -1.80  0.98  0.2679
H  -2.19  -2.71  0.42  0.2654
H  -2.97  -1.71  -1.57  0.2882
H  -2.86  -0.05  3.15  0.3904
H  1.23  -0.24  2.28  0.4600
H  -0.52  0.31  4.03  0.2170
H  -1.96  -0.35  -0.94  -0.0687
H  -3.72  -0.38  -0.73  0.3431
C  1.89  -1.68  -1.39  -1.5042
C  2.52  1.91  -0.22  -0.4560
C  1.53  2.60  -0.89  -0.0347
C  2.63  0.54  -0.40  -0.4141
C  1.75  -0.20  -1.20  0.5435
C  0.51  1.90  -1.51  -0.4442
C  0.71  0.54  -1.73  -0.1580
O  1.49  3.99  -0.89  -0.5453
H  3.24  2.42  0.42  0.4070
H  3.33  0.02  0.22  0.4295
H  -0.32  2.40  -1.97  0.4471
H  1.90  4.29  -1.71  0.3354
H  1.56  -1.94  -2.39  0.3882
H  1.20  -2.14  -0.68  0.2690
H  -0.04  0.04  -2.33  0.3514
H  2.90  -2.06  -1.40  0.3911



Computed, not measured: an isolated molecule of C12H16N2O3S2, with the ωB97M-V functional and the def2-TZVPD basis.

## Properties
- Net charge: 0
- Energy relative to the best compared isomer or geometry (same formula, charge and spin): 193.8 kcal/mol
- SMILES: CCOC(=O)c1cc(CC)sc1NC(=S)NC(C)=O
- E_HOMO: -8.68 eV
- M: 300.4 g/mol

Last column: Mulliken charge in e.
Positions of all 35 atoms, in Å:
C  1.49  2.31  4.01  -1.1774
C  1.23  2.44  2.42  -0.3113
H  0.44  3.09  2.19  0.3970
H  2.15  2.69  1.92  0.2975
O  0.97  1.24  2.12  -0.2321
C  0.44  1.04  0.93  0.7852
O  0.43  2.02  0.22  -0.7035
C  0.12  -0.39  0.45  0.1247
C  -0.28  -0.71  -0.82  -0.1052
N  -0.35  0.33  -1.86  -0.0045
C  -0.72  -0.15  -3.15  0.2596
S  -0.97  -1.58  -3.69  -0.3914
N  -0.44  1.28  -3.99  -0.1973
C  -0.79  2.43  -3.92  0.6822
O  -0.44  3.17  -4.88  -0.6806
C  -1.23  3.07  -2.43  -1.0954
H  -1.56  4.21  -2.67  0.2475
H  -0.33  3.19  -1.81  0.1364
H  -1.86  2.36  -2.21  0.5753
H  -0.66  0.79  -4.94  0.2837
H  0.08  1.15  -1.49  0.4725
S  -0.99  -2.41  -0.90  -0.1824
C  -0.62  -2.69  0.67  0.9684
C  -0.26  -1.52  1.41  -1.2858
H  0.35  -1.62  2.24  0.3382
C  -0.76  -3.94  1.16  -0.8274
C  0.33  -4.76  0.76  -1.2519
H  1.28  -4.74  0.86  0.4916
H  0.13  -4.98  -0.26  0.3644
H  0.07  -5.87  1.13  0.2790
H  -0.66  -4.01  2.28  0.2540
H  -1.61  -4.32  0.99  0.5194
H  2.32  1.51  4.16  0.2573
H  0.75  2.10  4.66  0.3922
H  1.95  3.29  4.44  0.3201



Computed, not measured: an isolated molecule of C12H16N2O4S, with the ωB97M-V functional and the def2-TZVPD basis.

## Properties
- Net charge: 0
- Energy relative to the best compared isomer or geometry (same formula, charge and spin): 102.9 kcal/mol
- SMILES: N[C@@H](CS)C(=O)N[C@@H](Cc1ccc(O)cc1)C(=O)O
- E_HOMO: -8.61 eV
- M: 284.3 g/mol

Last column: Mulliken charge in e.
Positions of all 35 atoms, in Å:
C  -1.62  1.54  1.16  -0.1968
C  -0.49  1.36  0.08  0.4735
C  -3.04  1.86  0.53  -0.8002
C  0.49  -0.06  -1.34  0.6344
C  0.00  0.37  -2.80  0.1020
C  0.83  -1.53  -1.51  -1.6412
C  1.42  -2.12  -0.17  0.4126
C  0.67  -2.99  0.61  -0.2785
C  2.64  -1.65  0.34  -0.1885
C  1.18  -3.55  1.80  -0.8815
C  3.23  -2.13  1.49  -0.6776
C  2.41  -3.01  2.20  1.2125
H  -0.60  2.25  2.96  0.3212
H  -0.38  3.23  1.65  0.3625
H  -1.86  0.57  1.67  0.2881
H  -3.38  1.11  -0.31  0.2327
H  -3.83  1.63  1.17  0.5172
H  -2.50  4.18  0.63  0.1824
H  -1.63  0.00  -0.75  0.3601
H  1.41  0.54  -0.98  0.5693
H  1.52  -1.55  -2.27  0.5550
H  0.01  -2.17  -1.80  0.5008
H  -0.19  -3.42  0.09  0.3026
H  3.08  -0.75  -0.14  0.2633
H  0.49  -4.08  2.56  0.2781
H  4.16  -1.64  2.10  0.0783
H  4.09  -3.20  3.57  0.3540
H  -1.91  0.68  -3.41  0.3279
N  -1.26  2.63  2.13  -0.7655
N  -0.51  0.07  -0.35  -0.3242
O  0.38  2.23  -0.25  -0.6596
O  0.65  0.76  -3.77  -0.5550
O  3.03  -3.37  3.37  -0.6219
O  -1.46  0.23  -2.71  -0.4862
S  -3.32  3.53  -0.41  -0.2516



Computed, not measured: an isolated ion of composition C12H16N3 and charge +1, with the ωB97M-V functional and the def2-TZVPD basis.

## Properties
- Net charge: +1
- Spin multiplicity: 3
- E_HOMO (alpha / beta): -7.65 / -12.64 eV
- M: 202.3 g/mol

Last column: Mulliken charge in e.
Positions of all 31 atoms, in Å:
C  2.14  2.15  -2.97  -0.2230
C  2.45  2.54  -1.67  -0.5881
C  1.22  1.11  -3.25  -0.8269
C  1.96  1.78  -0.64  -0.2249
C  0.74  0.37  -2.21  -0.5045
C  1.09  0.67  -0.90  0.6213
C  -1.58  1.14  2.56  -0.5403
C  -2.05  -0.28  2.66  -0.3303
C  -1.69  -2.07  0.91  -0.9081
C  -0.19  -2.45  0.90  -0.4715
C  0.46  -0.16  0.21  -0.8547
C  -1.31  0.38  0.57  0.2308
N  -1.15  1.48  1.41  -0.6433
N  -1.99  -0.65  1.25  0.1199
N  0.42  -1.59  -0.13  -0.0554
H  2.75  2.81  -3.69  0.2584
H  3.04  3.48  -1.68  0.3410
H  1.03  0.71  -4.20  0.3990
H  1.88  2.07  0.41  0.3608
H  0.16  -0.47  -2.51  0.2132
H  -1.62  1.66  3.49  0.4241
H  -1.41  -0.96  3.19  0.3432
H  -3.09  -0.36  2.87  0.3456
H  -1.95  -2.08  -0.13  0.4442
H  -2.23  -2.73  1.53  0.4564
H  0.35  -2.09  1.76  0.3432
H  -0.14  -3.47  0.74  0.4252
H  0.94  -0.13  1.14  0.7635
H  -1.74  0.63  -0.44  0.3224
H  1.44  -1.71  -0.10  0.4053
H  0.05  -1.81  -1.07  0.3536



Computed, not measured: C12H16NO2RuS3 as an isolated structure, with the ωB97M-V functional and the def2-TZVPD basis.

## Properties
- Net charge: +3
- Spin multiplicity: 5
- Energy relative to the best compared isomer or geometry (same formula, charge and spin): 0.0 kcal/mol
- E_HOMO (alpha / beta): -19.08 / -20.54 eV
- M: 403.5 g/mol

Last column: Mulliken charge in e.
Positions of all 35 atoms, in Å:
Ru  0.44  0.55  -0.47  0.4270
C  2.04  -2.32  -1.22  -0.9068
C  2.79  -1.92  0.01  -0.3822
S  2.73  -0.11  0.16  0.1274
C  2.66  0.25  1.98  -0.5673
C  1.58  -0.60  2.64  -0.7250
S  0.02  -0.41  1.58  0.1817
C  -0.88  -1.97  1.32  -0.5682
C  -0.62  -2.63  -0.03  -0.6368
S  0.31  -1.61  -1.28  0.0419
H  1.93  -3.38  -1.36  0.5235
H  2.52  -1.88  -2.11  0.4558
H  3.83  -2.25  -0.06  0.4909
H  2.38  -2.39  0.90  0.2626
H  2.48  1.33  2.05  0.4032
H  3.68  0.06  2.34  0.4654
H  1.31  -0.23  3.64  0.4984
H  1.86  -1.66  2.73  0.4296
H  -1.95  -1.82  1.35  0.3959
H  -0.63  -2.62  2.16  0.4347
H  -1.54  -3.00  -0.55  0.5158
H  0.02  -3.51  0.10  0.4074
O  -0.08  4.53  0.14  -0.1267
C  -0.11  3.28  -0.12  0.8758
O  0.87  2.49  0.02  -0.5425
C  -1.39  2.73  -0.71  0.4292
C  -2.55  3.47  -0.93  -0.5993
C  -3.51  2.88  -1.72  -0.1769
C  -3.41  1.55  -2.11  -0.7770
C  -2.28  0.83  -1.79  -0.1209
N  -1.30  1.39  -1.09  -0.0991
H  -2.57  4.52  -0.65  0.4520
H  -4.40  3.46  -2.04  0.4490
H  -4.21  1.17  -2.78  0.3866
H  -2.02  -0.17  -2.11  0.5749



Computed, not measured: a 2-piece molecular cluster, C12H16O2P overall, with the ωB97M-V functional and the def2-TZVPD basis.

## Properties
- Net charge: -1
- Energy relative to the best compared isomer or geometry (same formula, charge and spin): 40.1 kcal/mol
- E_HOMO: -3.09 eV
- M: 223.2 g/mol

Last column: Mulliken charge in e.
Positions of all 31 atoms, in Å:
C  1.09  1.75  0.96  -0.7262
C  1.49  1.60  2.26  -0.4164
C  0.04  -0.26  2.67  -0.6970
C  0.08  0.91  0.49  0.1961
C  0.93  0.70  3.12  0.9344
C  -0.39  -0.14  1.36  1.0464
C  0.42  0.26  -1.85  -0.7161
C  -0.29  0.92  -0.94  -0.0959
C  1.63  0.58  4.52  -1.2334
C  -1.42  -1.09  0.94  -1.5032
C  -1.32  2.00  -1.19  -1.4044
C  -0.63  -2.90  -3.97  -0.5355
O  0.84  -0.64  -5.39  -0.5320
O  -1.30  -1.74  -4.31  -0.3016
P  -0.37  -0.29  -4.64  0.3761
H  1.60  2.53  0.34  0.3287
H  2.32  2.29  2.65  0.0418
H  -0.16  -0.95  3.42  0.4523
H  1.11  -0.43  -1.47  0.3018
H  0.87  0.84  5.24  0.3093
H  1.89  -0.45  4.81  0.3103
H  2.61  1.32  4.54  0.2489
H  -1.10  -2.18  1.08  0.3245
H  -2.31  -0.80  1.31  0.3526
H  -1.43  -0.96  -0.24  0.2364
H  -1.20  2.32  -2.26  0.3389
H  -2.41  1.76  -0.99  0.2317
H  -1.24  2.81  -0.57  0.4383
H  -0.08  -2.82  -3.04  0.2261
H  0.01  -3.18  -4.95  0.2007
H  -1.28  -3.76  -3.90  0.2662



Computed, not measured: an isolated molecule of C12H16O4, with the ωB97M-V functional and the def2-TZVPD basis.

## Properties
- Net charge: 0
- Energy relative to the best compared isomer or geometry (same formula, charge and spin): 19.7 kcal/mol
- SMILES: CC[C@@H]1CCc2occ(CO)c(=O)c2[C@H]1O
- E_HOMO: -9.16 eV
- M: 224.3 g/mol

Last column: Mulliken charge in e.
Positions of all 32 atoms, in Å:
O  -2.56  -0.83  0.99  -0.8566
O  1.22  -0.69  2.35  -0.3794
O  -2.92  -0.44  4.29  -0.5193
O  -1.88  1.02  -0.67  -0.6521
C  -1.42  -0.68  1.48  0.6752
C  0.23  -1.22  3.12  -0.2534
C  -1.10  -1.13  2.82  0.0219
C  0.98  -0.35  1.03  0.0689
C  -0.39  -0.22  0.58  0.4081
C  -2.29  -1.60  3.69  -0.5747
C  1.58  1.39  -3.86  -1.2047
C  2.13  0.12  0.16  -0.8358
C  0.20  1.05  -3.13  -1.0439
C  1.68  -0.02  -1.33  -0.7331
C  0.48  0.95  -1.51  0.1801
C  -0.71  0.16  -0.83  0.3309
H  -2.91  0.43  3.71  0.3555
H  -2.57  0.42  -0.23  0.3834
H  0.52  -1.42  4.20  0.3464
H  -1.81  -2.15  4.52  0.2803
H  -3.04  -2.23  3.15  0.2262
H  2.10  2.22  -3.37  0.3025
H  2.22  0.50  -3.89  0.3013
H  1.37  1.52  -4.92  0.4209
H  2.33  1.21  0.42  0.2694
H  3.09  -0.41  0.28  0.4182
H  -0.50  1.72  -3.52  0.5879
H  -0.16  0.15  -3.44  0.3906
H  1.72  -1.07  -1.73  0.1552
H  2.58  0.45  -1.78  0.4090
H  0.68  1.97  -1.14  0.4251
H  -0.83  -0.81  -1.44  0.0959